The following is a quantum chemistry calculation of an isolated ion of composition C4H10N3O2S and charge +1 at a distorted geometry, from OMol25.

Each line ends with the Löwdin charge.
Atoms and positions in Å:
H1 0.199 -0.784 2.571  0.15
H2 -3.255 1.099 -0.718  0.16
N1 -2.417 0.498 -0.990  0.02
H3 1.664 -0.318 -1.906  0.15
H4 0.605 -2.207 -0.898  0.06
C1 1.766 -0.452 -0.777  -0.28
O1 -0.126 0.125 2.370  0.06
O2 -1.587 -1.002 0.976  0.10
H5 2.594 0.211 1.003  0.11
C2 2.268 0.591 0.019  -0.49
N2 -1.277 1.134 -0.821  -0.07
C3 -0.437 0.953 0.174  -0.48
C4 1.218 -1.579 -0.286  0.02
H6 -0.769 1.508 -1.684  0.19
H7 1.417 -2.060 0.689  0.09
H8 2.880 1.248 -0.662  0.10
H9 -2.580 -0.130 -1.811  0.15
S1 1.080 1.888 0.269  1.05
H10 -2.430 -0.844 1.288  0.09
N3 -0.814 0.120 1.196  -0.19

- E_HOMO: -13.43 eV
- Net charge: +1
- Energy relative to the best compared isomer or geometry (same formula, charge and spin): 4.731 eV

The following is a quantum chemistry calculation of a 2-piece molecular cluster, C18H14BrN2O8P overall at a distorted geometry, from OMol25.

Each line ends with the Löwdin charge.
Atoms and positions in Å:
H1 1.404 2.893 -1.234  0.12
O1 1.585 -2.758 0.983  0.05
O2 -2.813 -0.461 0.396  -0.26
H2 3.015 0.627 4.607  0.13
O3 3.641 -0.109 -0.179  0.07
C1 -6.808 0.309 -0.145  -0.06
H3 5.484 -3.532 2.981  0.12
C2 2.353 -2.504 1.879  -0.38
H4 -4.138 1.729 -2.547  0.12
C3 -5.470 0.020 0.070  0.00
H5 0.896 3.473 -3.571  0.11
C4 2.626 1.206 -1.772  -0.14
C5 4.545 -2.970 2.900  0.02
C6 3.162 0.442 -2.794  0.00
Br1 -0.676 -0.492 1.090  0.59
H6 -7.559 -0.085 0.527  0.11
C7 2.870 0.772 -4.109  -0.07
C8 -4.882 1.329 -1.872  0.00
C9 1.816 2.297 -2.036  0.00
O4 -2.286 0.749 -1.306  0.05
N1 -3.102 0.255 -0.555  -0.34
H7 -6.518 2.230 -2.920  0.11
C10 -4.520 0.539 -0.794  -0.14
H8 1.823 2.113 -5.414  0.11
C11 -6.222 1.612 -2.083  -0.07
C12 -7.184 1.106 -1.218  -0.07
H9 -5.183 -0.601 0.908  0.12
H10 3.277 0.180 -4.917  0.11
H11 0.013 -2.389 4.219  0.04
O5 5.117 -1.500 4.695  0.12
C13 2.926 -1.150 3.869  -0.27
P1 0.369 -0.565 3.076  0.63
N2 2.912 0.845 -0.379  -0.34
C14 2.053 1.860 -4.387  -0.07
O6 2.401 1.514 0.494  0.06
C15 4.296 -1.846 3.883  -0.30
C16 3.663 -3.282 1.948  0.03
H12 3.798 -0.406 -2.584  0.12
H13 -8.230 1.334 -1.381  0.11
C17 2.013 -1.461 2.932  -0.25
O7 2.673 -0.243 4.856  0.03
H14 3.877 -4.076 1.227  0.12
O8 -0.550 -1.630 4.007  -0.36
C18 1.531 2.624 -3.352  -0.06

- E_HOMO: -8.02 eV

The following is a quantum chemistry calculation of C45H42BBaN10O2S4Se2 as an isolated structure, from OMol25.

Each line ends with the Löwdin charge.
Atoms and positions in Å:
H1 -2.116 3.024 -0.051  0.07
H2 -4.568 -1.008 5.975  0.10
C1 -1.999 -0.413 3.833  -0.16
N1 -1.458 3.636 2.871  0.20
S1 1.541 1.903 -5.488  0.91
H3 1.250 -5.616 -2.243  0.10
H4 -0.805 -5.213 1.826  0.10
H5 -4.479 1.442 2.468  0.09
H6 -0.662 -2.745 1.946  0.09
H7 -1.796 -4.644 -5.074  0.10
H8 4.450 -4.724 1.131  0.08
C2 -0.691 1.693 -4.071  -1.22
H9 2.605 -1.861 5.876  0.08
N2 2.959 0.259 1.209  0.02
C3 -1.351 -3.222 1.263  -0.14
C4 0.508 -4.918 -2.607  -0.04
C5 0.299 2.572 4.787  -0.08
C6 -1.369 -3.151 -3.592  -0.08
N3 -2.061 -2.401 0.487  0.04
C7 0.582 1.250 -4.152  -1.21
N4 -3.467 1.483 -0.019  0.03
C8 0.907 4.131 -2.429  -0.08
O1 -0.412 2.403 1.268  -0.13
C9 4.212 1.989 0.657  0.02
H10 -0.631 2.161 5.199  0.08
C10 -4.032 -0.591 5.132  -0.09
H11 3.474 -1.509 2.381  0.09
H12 -2.214 -1.620 5.594  0.10
C11 -2.919 -2.957 -0.361  -0.68
C12 -2.707 -0.933 4.919  -0.04
C13 -2.658 0.434 2.949  -0.04
C14 1.518 -1.286 4.155  -0.27
C15 1.211 3.279 -1.377  -0.07
C16 -4.019 3.683 -0.807  -0.06
H13 -0.840 -1.873 -2.017  -0.01
N5 0.111 -0.642 2.548  0.08
C17 -3.084 -4.329 -0.501  -0.11
H14 -2.217 3.758 2.220  0.09
S2 1.429 0.142 -3.108  0.33
C18 2.955 2.074 0.026  -0.24
C19 -0.269 -5.273 -3.698  -0.09
H15 -3.681 4.692 -0.997  0.11
H16 4.991 0.137 3.264  0.06
H17 5.593 -0.727 1.854  0.07
H18 4.569 3.584 -1.414  0.10
C20 -5.299 3.274 -1.128  -0.06
H19 0.363 2.822 -0.890  0.03
C21 0.281 -1.134 4.736  0.01
C22 1.911 4.805 -3.105  -0.09
O2 0.499 3.656 -7.166  -0.12
H20 4.030 5.124 -3.240  0.10
C23 1.267 -3.340 -0.858  -0.25
C24 -3.983 0.783 3.168  -0.09
H21 -5.707 0.553 4.424  0.10
H22 -0.127 4.236 -2.735  0.10
H23 0.362 3.636 5.029  0.08
H24 4.879 -3.031 1.390  0.07
H25 6.138 0.921 2.175  0.08
H26 -2.076 -2.425 -3.975  0.10
Se1 -5.243 -0.718 -0.012  0.65
C25 5.280 0.252 2.219  -0.03
N6 2.206 -2.219 0.738  0.03
H27 -2.391 -6.243 0.180  0.11
C26 -3.138 2.751 -0.279  -0.21
N7 2.211 1.036 0.386  -0.03
B1 2.525 -1.110 1.781  -0.51
C27 -0.492 2.763 2.442  -0.62
C28 2.893 -3.384 0.641  -0.27
C29 -4.691 1.102 -0.358  -0.69
S3 -1.906 1.293 -2.879  0.32
C30 -5.642 1.948 -0.915  -0.11
H28 -6.612 1.560 -1.189  0.09
C31 0.334 2.978 -6.174  -1.07
C32 3.229 4.621 -2.712  -0.08
C33 -4.672 0.281 4.261  -0.09
H29 -1.720 3.625 3.842  0.09
C34 3.532 3.759 -1.671  -0.04
C35 0.362 -3.680 -1.979  -0.14
H30 1.051 1.661 3.015  0.12
C36 -1.206 -4.383 -4.205  -0.09
C37 2.796 -1.685 4.818  -0.02
H31 0.034 -1.277 5.774  0.10
H32 3.557 -0.910 4.729  0.07
C38 -0.607 -2.815 -2.485  -0.09
C39 4.074 -3.761 1.474  -0.02
Se2 -3.907 -1.820 -1.562  0.66
Ba1 -0.197 0.192 -0.509  1.44
N8 1.204 -2.200 -0.178  0.00
H33 1.122 2.058 5.276  0.08
H34 1.670 5.443 -3.945  0.11
H35 -0.128 -6.240 -4.163  0.09
S4 -1.195 2.852 -5.307  0.89
H36 -2.140 0.805 2.077  0.07
H37 5.039 2.674 0.586  0.10
C40 4.180 0.827 1.388  -0.27
H38 -6.011 3.961 -1.567  0.11
H39 3.210 -2.597 4.387  0.07
N9 1.392 -0.987 2.841  0.03
H40 2.653 -5.096 -0.699  0.10
C41 2.320 -4.129 -0.362  0.02
H41 -3.794 -4.715 -1.219  0.10
H42 3.818 -3.852 2.530  0.07
C42 -2.308 -5.168 0.281  -0.06
N10 0.402 2.349 3.365  0.05
C43 -0.569 -0.736 3.690  -0.28
C44 -1.434 -4.604 1.192  -0.05
C45 2.533 3.063 -0.987  -0.16

- E_HOMO: -2.95 eV
- Net charge: -1
- Energy relative to the best compared isomer or geometry (same formula, charge and spin): 0.534 eV

The following is a quantum chemistry calculation of C5H5N3O in the gas phase at a distorted geometry, from OMol25.

Each line ends with the Löwdin charge.
Atoms and positions in Å:
H1 -1.894 -1.562 -1.317  0.11
H2 1.662 1.650 0.505  0.11
N1 -0.077 -0.954 -0.985  0.12
C1 0.878 -0.163 -0.400  -0.42
O1 -0.784 2.662 1.139  0.07
C2 0.764 1.019 0.374  0.06
H3 3.050 -0.158 -0.397  0.17
C3 -0.529 1.499 0.957  -0.51
C4 -1.296 -0.999 -0.607  -0.13
N2 -1.424 0.466 1.374  0.16
C5 -1.876 -0.512 0.591  -0.10
N3 2.098 -0.546 -0.776  0.07
H4 2.064 -1.240 -1.608  0.15
H5 -2.635 -1.163 1.149  0.13

- E_HOMO: -8.61 eV
- Energy relative to the best compared isomer or geometry (same formula, charge and spin): 2.073 eV
- Structure (SMILES): Nc1cc(=O)nccn1